Formula: C30H46BrN3P2Sr
Source: OMol25
Level of theory: ωB97M-V with the def2-TZVPD basis set

Cartesian coordinates (Å):
N: -4.68 4.21 -1.77
C: -3.86 4.85 -0.93
C: -2.47 4.63 -0.92
C: -1.94 3.69 -1.84
C: -2.84 2.97 -2.66
C: -4.20 3.31 -2.62
C: -0.49 3.50 -1.94
Sr: 0.75 3.03 0.13
P: 4.40 1.09 0.06
C: 0.17 2.29 -2.18
C: -0.31 0.95 -1.86
C: 0.16 -0.16 -2.62
C: -0.05 -1.43 -2.21
C: -0.50 -1.72 -0.83
C: -1.31 -0.60 -0.28
C: -1.18 0.67 -0.77
Br: 1.13 -1.95 0.33
H: 0.12 4.43 -1.97
H: 1.08 2.31 -2.81
H: -1.84 5.22 -0.26
H: -2.48 2.22 -3.37
H: -4.31 5.58 -0.25
H: -4.90 2.82 -3.31
H: 0.67 0.05 -3.56
H: -1.83 1.47 -0.37
H: 0.23 -2.28 -2.84
H: -1.91 -0.79 0.61
P: -1.37 -3.36 -0.70
C: 3.36 2.55 0.01
C: 4.06 3.91 -0.07
H: 2.84 2.48 1.00
H: 2.72 2.39 -0.90
H: 3.33 4.74 -0.01
H: 4.76 4.04 0.76
H: 4.61 4.03 -1.01
C: 3.82 -0.04 -1.28
C: 4.78 -1.22 -1.46
H: 3.75 0.56 -2.20
H: 2.82 -0.41 -1.01
H: 4.56 -1.74 -2.40
H: 5.83 -0.89 -1.51
H: 4.70 -1.96 -0.65
C: 3.86 0.08 1.51
C: 5.00 -0.81 2.03
H: 3.01 -0.54 1.18
H: 3.50 0.75 2.30
H: 4.62 -1.50 2.79
H: 5.46 -1.41 1.24
H: 5.79 -0.21 2.49
C: -1.57 -3.67 1.08
C: -1.23 -5.09 1.53
H: -2.60 -3.43 1.33
H: -0.93 -2.95 1.61
H: -1.91 -5.84 1.11
H: -0.20 -5.37 1.28
H: -1.33 -5.13 2.62
C: -0.18 -4.48 -1.47
C: -0.39 -4.80 -2.95
H: -0.22 -5.40 -0.87
H: 0.81 -4.03 -1.31
H: -1.30 -5.39 -3.11
H: -0.44 -3.90 -3.58
H: 0.48 -5.38 -3.29
C: -2.96 -3.23 -1.52
C: -4.18 -2.91 -0.65
H: -3.09 -4.20 -2.04
H: -2.84 -2.47 -2.31
H: -4.17 -1.85 -0.34
H: -5.09 -3.07 -1.24
H: -4.23 -3.54 0.24
N: -2.11 1.57 5.89
C: -1.52 1.77 4.69
C: -0.76 0.75 4.09
C: -0.17 0.98 2.86
N: -0.29 2.18 2.22
C: -1.04 3.17 2.78
C: -1.67 3.00 4.01
H: -2.01 0.70 6.39
H: -2.66 2.30 6.34
H: -0.63 -0.21 4.59
H: 0.41 0.21 2.33
H: -1.12 4.11 2.21
H: -2.27 3.80 4.44

Its multiplicity is 1. Its energy above the lowest of the compared OMol25 structures with the same formula, charge and spin is 157.1 kJ/mol. Its total charge is +2. The value obtained for the gap between HOMO and LUMO (alpha / beta) is 5.94 / 5.95 eV. As for the max |F|: 3.188 eV/Å. The value obtained for the HOMO energy (alpha / beta) is -11.90 / -11.90 eV.

Formula: C30H46F24GaO6
Source: OMol25
Level of theory: ωB97M-V with the def2-TZVPD basis set

Cartesian coordinates (Å):
C: -1.96 -5.13 0.22
C: -2.16 -4.71 1.70
O: -3.49 -4.37 2.02
C: -3.97 -3.15 1.43
C: -3.40 -1.86 2.02
Ga: -3.87 -0.22 0.86
C: -3.58 -0.57 -1.12
C: -2.32 -1.47 -1.35
C: -1.31 -0.86 -2.35
C: -0.37 -1.88 -3.04
C: 0.76 -2.48 -2.13
C: 1.01 -1.71 -0.82
C: 1.84 -2.52 0.23
C: 1.79 -1.74 1.57
O: 3.03 -1.76 2.28
C: 3.15 -0.58 3.08
C: -2.71 1.42 1.36
O: -1.47 1.45 0.60
C: -0.48 0.64 1.19
H: -2.94 -5.13 -0.29
H: -1.46 -6.10 0.11
H: -1.35 -4.37 -0.31
H: -1.45 -3.90 1.99
H: -1.90 -5.57 2.35
H: -5.06 -3.14 1.62
H: -3.85 -3.17 0.33
H: -2.32 -1.92 2.23
H: -3.92 -1.69 2.99
H: -5.44 0.15 1.11
H: -4.47 -1.00 -1.63
H: -3.38 0.40 -1.60
H: -2.61 -2.48 -1.69
H: -1.85 -1.63 -0.35
H: -1.89 -0.34 -3.13
H: -0.70 -0.07 -1.86
H: -1.01 -2.71 -3.40
H: 0.07 -1.43 -3.96
H: 0.56 -3.55 -1.94
H: 1.71 -2.45 -2.71
H: 0.06 -1.45 -0.32
H: 1.58 -0.78 -1.01
H: 2.88 -2.66 -0.12
H: 1.34 -3.50 0.35
H: 1.55 -0.68 1.34
H: 0.99 -2.15 2.21
H: 3.29 0.30 2.43
H: 3.99 -0.70 3.77
H: 2.22 -0.44 3.67
H: -3.21 2.38 1.16
H: -2.47 1.37 2.44
H: 0.46 0.76 0.61
H: -0.33 0.90 2.25
H: -0.76 -0.44 1.15
C: -3.12 -8.05 -5.80
C: -3.29 -9.50 -5.29
C: -4.21 -9.76 -4.09
F: -3.75 -9.18 -2.97
F: -4.26 -11.09 -3.87
F: -2.08 -10.05 -5.07
F: -3.86 -10.19 -6.32
O: -1.94 -7.34 -5.44
C: -1.87 -6.51 -4.32
C: -0.74 -6.94 -3.38
F: -0.96 -8.18 -2.91
F: -0.70 -6.10 -2.32
F: -3.05 -6.41 -3.69
F: -1.56 -5.28 -4.77
H: -3.02 -8.17 -6.88
H: -4.02 -7.46 -5.64
H: -5.22 -9.40 -4.29
H: 0.22 -6.92 -3.90
C: -0.05 3.99 4.26
C: 0.26 5.41 3.75
C: 0.97 5.57 2.40
F: 2.21 5.07 2.42
F: 1.07 6.90 2.12
F: 0.92 6.12 4.69
F: -0.95 6.02 3.57
O: 0.81 3.43 5.26
C: 1.91 2.65 4.99
C: 3.18 3.25 5.63
F: 3.44 4.46 5.10
F: 4.23 2.44 5.37
F: 2.10 2.41 3.68
F: 1.72 1.45 5.59
H: -1.00 4.10 4.78
H: -0.23 3.30 3.44
H: 0.39 5.09 1.60
H: 3.05 3.35 6.70
C: 3.02 8.76 0.17
C: 4.31 8.71 1.01
C: 5.21 9.95 1.05
F: 5.72 10.24 -0.16
F: 6.25 9.72 1.88
F: 5.05 7.63 0.66
F: 3.91 8.52 2.30
O: 3.03 8.14 -1.11
C: 3.36 8.80 -2.28
C: 4.54 8.13 -2.99
F: 5.65 8.16 -2.23
F: 4.80 8.80 -4.14
F: 3.58 10.11 -2.08
F: 2.30 8.71 -3.11
H: 2.31 8.15 0.74
H: 2.60 9.76 0.14
H: 4.65 10.81 1.42
H: 4.30 7.09 -3.22

Its multiplicity is 1. Its total charge is -1. The value obtained for the gap between HOMO and LUMO is 6.60 eV. As for the max |F|: 0.971 eV/Å. The value obtained for the HOMO energy is -4.64 eV.

Formula: C30H46O23
Source: OMol25
Level of theory: ωB97M-V with the def2-TZVPD basis set

Cartesian coordinates (Å):
O: 22.61 -25.63 -23.07
C: 22.38 -24.46 -23.84
C: 23.14 -23.05 -23.63
O: 23.28 -22.45 -22.35
H: 21.32 -24.23 -23.94
H: 22.53 -24.73 -24.89
H: 22.54 -22.34 -24.19
H: 24.09 -23.06 -24.16
C: 25.73 -20.49 -25.14
C: 26.08 -21.49 -26.23
C: 26.74 -20.84 -27.48
O: 27.93 -21.67 -27.63
C: 28.12 -22.39 -26.54
O: 29.09 -23.12 -26.38
O: 27.13 -22.28 -25.70
H: 26.61 -19.90 -24.86
H: 25.49 -21.09 -24.26
H: 24.85 -19.89 -25.36
H: 25.26 -22.12 -26.56
H: 27.10 -19.82 -27.31
H: 26.11 -20.96 -28.36
C: 17.33 -22.81 -23.92
C: 17.92 -24.19 -24.25
C: 17.36 -25.40 -23.53
O: 17.25 -26.33 -24.63
C: 17.23 -25.70 -25.81
O: 16.91 -26.16 -26.89
O: 17.59 -24.41 -25.59
H: 17.50 -22.14 -24.76
H: 17.85 -22.46 -23.03
H: 16.26 -22.86 -23.74
H: 18.97 -23.96 -24.11
H: 16.37 -25.22 -23.12
H: 17.99 -25.67 -22.68
C: 19.89 -19.18 -25.18
C: 20.00 -20.10 -23.91
C: 20.87 -19.55 -22.81
O: 19.90 -19.05 -21.92
C: 18.62 -19.45 -22.25
O: 17.58 -19.12 -21.74
O: 18.76 -20.21 -23.32
H: 20.88 -19.30 -25.63
H: 19.85 -18.12 -24.94
H: 19.14 -19.55 -25.88
H: 20.44 -21.00 -24.34
H: 21.46 -18.72 -23.20
H: 21.49 -20.25 -22.24
C: 22.59 -24.02 -28.24
C: 21.06 -23.91 -28.15
C: 20.43 -23.27 -26.92
O: 19.45 -22.40 -27.41
C: 19.64 -22.18 -28.68
O: 19.12 -21.30 -29.33
O: 20.57 -23.01 -29.14
H: 22.98 -24.31 -29.21
H: 23.03 -24.70 -27.50
H: 23.07 -23.04 -28.14
H: 20.58 -24.86 -28.35
H: 21.14 -22.69 -26.34
H: 20.00 -24.07 -26.31
C: 20.09 -23.18 -20.96
C: 20.87 -22.35 -19.89
C: 19.90 -21.31 -19.30
O: 20.03 -21.61 -17.94
C: 20.69 -22.74 -17.73
O: 20.74 -23.26 -16.63
O: 21.31 -23.14 -18.83
H: 20.66 -24.08 -21.17
H: 20.00 -22.67 -21.92
H: 19.10 -23.48 -20.61
H: 21.71 -21.85 -20.37
H: 18.90 -21.38 -19.71
H: 20.27 -20.30 -19.50
C: 20.27 -27.45 -26.31
C: 21.58 -28.08 -26.94
C: 22.74 -28.09 -25.99
O: 23.13 -29.44 -26.08
C: 22.27 -30.14 -26.90
O: 22.34 -31.37 -27.16
O: 21.25 -29.45 -27.29
H: 20.49 -26.58 -25.68
H: 19.73 -28.15 -25.68
H: 19.60 -27.11 -27.11
H: 21.87 -27.55 -27.84
H: 22.46 -27.77 -24.99
H: 23.59 -27.44 -26.22
C: 27.07 -24.75 -23.38
C: 26.10 -25.72 -24.08
C: 25.77 -25.28 -25.56
O: 25.79 -26.50 -26.27
C: 26.28 -27.52 -25.49
O: 26.48 -28.66 -25.86
O: 26.61 -27.03 -24.23
H: 27.88 -24.35 -23.99
H: 27.45 -25.12 -22.42
H: 26.43 -23.89 -23.15
H: 25.16 -25.81 -23.53
H: 26.51 -24.59 -25.97
H: 24.87 -24.66 -25.56

Its multiplicity is 1. Its energy above the lowest of the compared OMol25 structures with the same formula, charge and spin is 55.7 kJ/mol. Its total charge is -2. The value obtained for the gap between HOMO and LUMO is 4.36 eV. As for the max |F|: 5.271 eV/Å. The value obtained for the HOMO energy is -0.87 eV.

Formula: C30H47AsClN5O5SScSeSi
Source: OMol25
Level of theory: ωB97M-V with the def2-TZVPD basis set

Cartesian coordinates (Å):
Sc: 0.67 1.12 0.02
O: 0.05 3.67 2.31
Cl: 0.97 3.40 1.29
O: 0.26 3.17 0.05
O: 1.94 4.38 1.12
O: 1.59 2.12 1.56
C: 2.37 -2.71 -3.96
C: 1.68 -1.75 -2.99
N: 0.63 -2.43 -2.27
C: 0.32 -2.26 -0.99
S: 1.33 -1.40 0.09
N: -0.77 -2.83 -0.47
C: -1.74 -3.66 -1.16
C: -1.26 -5.11 -1.26
H: 3.15 -2.19 -4.51
H: 1.65 -3.11 -4.67
H: 2.82 -3.54 -3.41
H: 1.24 -0.91 -3.53
H: 2.39 -1.37 -2.25
H: -0.05 -2.89 -2.87
H: -0.84 -2.78 0.54
H: -1.93 -3.25 -2.15
H: -2.66 -3.61 -0.59
H: -0.28 -5.16 -1.71
H: -1.95 -5.69 -1.86
H: -1.20 -5.57 -0.28
C: -1.63 1.13 3.77
As: -1.36 0.97 1.83
C: -2.61 2.38 1.32
C: -2.51 -0.64 1.44
C: -3.93 -0.59 1.88
C: -4.89 0.00 1.07
C: -6.22 -0.02 1.42
C: -6.62 -0.63 2.60
C: -5.67 -1.20 3.43
C: -4.33 -1.18 3.08
H: -2.70 1.22 3.98
H: -1.13 2.05 4.09
H: -1.22 0.27 4.32
H: -3.62 2.17 1.71
H: -2.66 2.45 0.23
H: -2.25 3.32 1.72
H: -1.99 -1.50 1.89
H: -2.46 -0.73 0.34
H: -4.57 0.44 0.13
H: -6.95 0.42 0.76
H: -7.67 -0.67 2.86
H: -5.98 -1.67 4.35
H: -3.60 -1.65 3.73
C: -3.97 0.27 -3.07
Si: -2.70 1.68 -3.26
C: -1.89 1.80 -4.98
C: -3.06 3.37 -2.44
Se: -0.88 0.71 -1.83
H: -4.94 0.53 -3.48
H: -4.10 0.01 -2.02
H: -3.60 -0.62 -3.57
H: -2.62 2.08 -5.73
H: -1.46 0.84 -5.27
H: -1.09 2.54 -4.99
H: -3.39 4.09 -3.18
H: -2.16 3.76 -1.98
H: -3.84 3.31 -1.68
C: 1.22 -1.85 3.37
C: 2.38 -0.94 3.07
C: 3.41 -1.34 2.24
C: 4.46 -0.49 1.93
C: 4.50 0.78 2.48
N: 5.52 1.70 2.17
C: 6.43 1.76 1.17
O: 7.47 2.36 1.28
N: 6.16 1.11 -0.06
C: 5.04 1.18 -0.86
C: 5.13 0.95 -2.24
C: 4.00 1.06 -3.01
C: 2.77 1.32 -2.42
N: 2.66 1.49 -1.10
C: 3.77 1.48 -0.35
C: 3.50 1.17 3.36
C: 2.44 0.33 3.64
H: 1.26 -2.73 2.72
H: 0.27 -1.33 3.21
H: 1.26 -2.19 4.41
H: 3.39 -2.33 1.80
H: 5.24 -0.83 1.27
H: 5.72 2.37 2.91
H: 7.02 1.03 -0.59
H: 6.08 0.71 -2.69
H: 4.06 0.95 -4.09
H: 1.86 1.39 -3.00
H: 3.64 1.73 0.69
H: 3.53 2.16 3.81
H: 1.66 0.66 4.30

Its multiplicity is 1. Its energy above the lowest of the compared OMol25 structures with the same formula, charge and spin is 147.7 kJ/mol. Its total charge is +1. The value obtained for the gap between HOMO and LUMO is 8.32 eV. As for the max |F|: 2.481 eV/Å. The value obtained for the HOMO energy is -10.75 eV.

Formula: C30H47AsClN5O5SScSeSi
Source: OMol25
Level of theory: ωB97M-V with the def2-TZVPD basis set

Cartesian coordinates (Å):
Sc: 0.21 -0.18 0.30
O: -3.13 -0.25 -0.66
Cl: -2.25 0.75 -0.18
O: -2.84 2.02 -0.05
O: -1.65 0.30 1.11
O: -1.04 0.83 -1.06
C: 5.48 0.43 0.28
C: 4.15 1.11 0.56
N: 3.72 1.94 -0.56
C: 2.87 1.58 -1.52
S: 2.10 0.04 -1.57
N: 2.62 2.45 -2.51
C: 3.22 3.78 -2.68
C: 4.52 3.74 -3.48
H: 5.79 -0.16 1.15
H: 6.27 1.16 0.08
H: 5.40 -0.24 -0.57
H: 4.21 1.75 1.44
H: 3.38 0.36 0.74
H: 4.26 2.78 -0.72
H: 2.06 2.08 -3.25
H: 3.38 4.23 -1.70
H: 2.49 4.39 -3.20
H: 5.27 3.11 -2.99
H: 4.93 4.75 -3.56
H: 4.35 3.35 -4.48
C: -1.87 -2.90 -2.12
As: -0.68 -2.57 -0.61
C: 0.86 -3.59 -1.20
C: -1.63 -3.62 0.77
C: -0.94 -4.74 1.51
C: -1.02 -4.78 2.90
C: -0.49 -5.85 3.61
C: 0.15 -6.88 2.94
C: 0.23 -6.85 1.55
C: -0.32 -5.80 0.84
H: -2.79 -2.35 -1.99
H: -2.08 -3.96 -2.19
H: -1.39 -2.56 -3.03
H: 0.58 -4.48 -1.76
H: 1.47 -3.86 -0.34
H: 1.45 -2.94 -1.85
H: -2.52 -4.00 0.28
H: -1.95 -2.87 1.49
H: -1.53 -3.98 3.42
H: -0.58 -5.88 4.69
H: 0.57 -7.72 3.49
H: 0.72 -7.67 1.02
H: -0.30 -5.81 -0.24
C: 3.95 -1.51 3.97
Si: 2.50 -2.63 3.68
C: 2.82 -4.21 2.79
C: 1.26 -2.66 5.05
Se: 1.41 -1.40 1.98
H: 4.65 -1.91 4.73
H: 3.59 -0.54 4.31
H: 4.50 -1.38 3.04
H: 3.37 -4.93 3.41
H: 3.41 -4.00 1.89
H: 1.87 -4.65 2.49
H: 1.67 -3.14 5.94
H: 0.38 -3.21 4.73
H: 0.96 -1.64 5.31
C: -3.44 7.00 4.23
C: -2.27 7.06 3.28
C: -2.34 6.51 2.01
C: -1.28 6.60 1.11
C: -0.11 7.24 1.49
N: 1.01 7.38 0.63
C: 1.46 6.58 -0.38
O: 2.25 6.95 -1.22
N: 0.94 5.27 -0.42
C: 1.02 4.30 0.57
C: 1.39 4.53 1.90
C: 1.44 3.45 2.77
C: 1.15 2.17 2.31
N: 0.82 1.95 1.04
C: 0.72 2.99 0.21
C: -0.02 7.80 2.76
C: -1.09 7.71 3.64
H: -4.23 6.36 3.85
H: -3.86 8.00 4.38
H: -3.13 6.62 5.21
H: -3.25 6.00 1.70
H: -1.39 6.20 0.11
H: 1.50 8.26 0.67
H: 0.92 4.92 -1.37
H: 1.63 5.52 2.24
H: 1.71 3.59 3.80
H: 1.22 1.31 2.96
H: 0.41 2.78 -0.80
H: 0.88 8.31 3.06
H: -1.01 8.16 4.63

Its multiplicity is 1. Its energy above the lowest of the compared OMol25 structures with the same formula, charge and spin is 91.5 kJ/mol. Its total charge is +1. The value obtained for the gap between HOMO and LUMO is 8.27 eV. As for the max |F|: 2.159 eV/Å. The value obtained for the HOMO energy is -10.70 eV.

Number 3 is which compound?
C30H46O23